1.
C15H19F4N7RuS as an isolated structure at a distorted geometry, computed with ωB97M-V/def2-TZVPD.

Geometry as ORCA input:
```
! RIJCOSX wB97M-V def2-TZVPD def2/J DEFGRID3
* xyz 1 2
Ru 0.692 -0.355 0.360
C 3.838 -0.559 0.272
N 2.799 0.022 -0.570
C 2.865 -0.545 -1.914
C 2.873 1.485 -0.561
C 1.709 2.164 -1.295
N 0.455 1.547 -0.941
C -0.715 2.029 -1.360
C -1.893 1.302 -1.030
F -1.711 0.105 -0.380
C -3.171 1.736 -1.308
F -4.212 0.987 -0.926
C -3.378 2.941 -1.966
C -2.259 3.674 -2.341
F -2.431 4.837 -2.962
C -0.969 3.235 -2.079
F 0.057 3.992 -2.490
H 4.835 -0.339 -0.129
H 3.716 -1.642 0.307
H 3.767 -0.170 1.288
H 3.772 -0.210 -2.434
H 1.990 -0.249 -2.496
H 2.884 -1.634 -1.850
H 3.820 1.812 -1.016
H 2.860 1.804 0.490
H 1.852 2.117 -2.385
H 1.725 3.229 -1.022
H -4.373 3.294 -2.174
N 0.424 -2.331 -0.151
C 0.811 -3.441 -0.287
N 1.034 -4.636 -0.462
C 1.969 -5.510 -0.431
N 2.797 -6.311 -0.408
C -2.139 -2.730 2.329
N -1.014 -1.883 2.687
C -0.874 -0.564 2.571
S 0.729 0.089 2.774
N -1.863 0.323 2.470
C -3.298 0.116 2.443
H -1.763 -3.735 2.155
H -2.606 -2.376 1.412
H -2.877 -2.777 3.130
H -0.158 -2.373 2.918
H -1.555 1.286 2.442
H -3.603 -0.589 3.212
H -3.630 -0.236 1.467
H -3.779 1.069 2.643
*
```

relative energy (zero: lowest compared OMol25 entry of this formula, charge and spin): 228.4 kJ/mol
M: 506.495 g/mol
electronic energy: -50571.06148 eV
LUMO level (spin up / spin down): -5.44 / -5.60 eV
orbital gap (spin up / spin down): 5.825 / 5.339 eV



2.
An isolated ion of composition C2H3N2OS and charge -1 at a distorted geometry, computed with ωB97M-V/def2-TZVPD.

Geometry as ORCA input:
```
! RIJCOSX wB97M-V def2-TZVPD def2/J DEFGRID3
* xyz -1 3
C -0.609 -0.334 -0.518
C 0.539 0.309 0.429
N -1.830 -0.101 -0.596
N 1.941 0.498 -0.051
O 2.639 -0.538 -0.093
S -3.147 0.470 0.160
H -0.171 -0.943 -1.338
H 0.191 1.213 0.890
H 0.448 -0.574 1.118
*
```

relative energy (zero: lowest compared OMol25 entry of this formula, charge and spin): 35.5 kJ/mol
M: 103.126 g/mol
electronic energy: -17981.70156 eV
LUMO level (spin up / spin down): 3.46 / 2.34 eV
orbital gap (spin up / spin down): 5.016 / 4.628 eV



3.
C19H22B4FNO6 as an isolated structure at a distorted geometry, computed with ωB97M-V/def2-TZVPD.

Geometry as ORCA input:
```
! RIJCOSX wB97M-V def2-TZVPD def2/J DEFGRID3
* xyz 0 1
C 6.840 -2.130 -0.357
C 5.445 -1.876 -0.931
F 5.218 -2.750 -1.998
C 5.202 -0.447 -1.438
B 3.797 0.064 -0.981
O 3.537 0.557 0.293
B 2.325 0.205 0.841
O 1.263 -0.190 0.047
B 1.721 -0.800 -1.126
B 1.292 -2.362 -1.687
O 1.331 -2.591 -3.058
N 0.880 -3.398 -0.793
C 0.684 -4.710 -1.433
C 1.739 -3.538 0.388
O 2.701 -0.081 -1.820
H 7.378 -2.839 -0.979
H 7.414 -1.206 -0.354
H 6.787 -2.475 0.671
H 4.720 -2.124 -0.152
H 5.184 -0.492 -2.527
H 5.993 0.239 -1.143
H 2.165 0.200 2.020
H 2.233 -2.609 -3.375
H 1.566 -5.045 -1.977
H 0.469 -5.446 -0.659
H -0.173 -4.659 -2.095
H 1.297 -4.267 1.068
H 1.812 -2.605 0.942
H 2.736 -3.911 0.134
C -0.575 3.930 -0.093
C -0.204 2.663 0.347
C -1.164 1.779 0.807
C -2.499 2.162 0.838
C -2.869 3.440 0.412
C -1.903 4.318 -0.062
C -4.289 3.888 0.469
O -4.613 4.995 0.092
C -5.301 2.936 1.011
C -6.623 3.347 1.122
C -7.578 2.474 1.612
C -7.218 1.184 1.988
C -5.902 0.771 1.884
C -4.937 1.646 1.402
C -3.519 1.190 1.324
O -3.208 0.064 1.649
H 0.176 4.617 -0.458
H 0.835 2.373 0.326
H -0.886 0.790 1.143
H -2.200 5.301 -0.399
H -6.893 4.350 0.823
H -8.607 2.796 1.701
H -7.968 0.501 2.366
H -5.611 -0.228 2.176
*
```

M: 422.632 g/mol
electronic energy: -39266.59461 eV
LUMO level: -0.84 eV
orbital gap: 8.621 eV



4.
C25H50ClNP2RuSSi2 as an isolated structure at a distorted geometry, computed with ωB97M-V/def2-TZVPD.

Geometry as ORCA input:
```
! RIJCOSX wB97M-V def2-TZVPD def2/J DEFGRID3
* xyz 0 5
Ru 0.179 -0.090 0.549
C 2.187 -0.147 -1.566
C 1.376 -1.299 -1.441
C 0.021 -0.866 -1.687
Si 2.067 -2.975 -0.936
C 0.020 0.523 -1.795
C 1.398 0.993 -1.604
Si 2.033 2.743 -1.435
H 3.276 -0.175 -1.864
H -0.937 -1.322 -2.012
H -0.891 0.981 -2.192
Cl -2.111 0.109 0.704
C 3.878 2.674 -1.208
C 1.503 3.760 -2.895
C 3.923 -2.893 -0.745
C 1.576 -4.225 -2.216
H 2.097 3.431 -3.761
H 1.706 4.826 -2.725
H 0.441 3.635 -3.144
H 4.152 2.137 -0.285
H 4.286 3.697 -1.173
H 4.325 2.147 -2.066
H 2.180 -4.006 -3.109
H 0.518 -4.154 -2.493
H 1.800 -5.249 -1.894
H 4.366 -2.618 -1.715
H 4.313 -3.879 -0.448
H 4.223 -2.140 0.001
C 1.148 3.138 0.191
C 1.197 -3.068 0.744
P -0.533 2.502 0.487
H 1.136 4.232 0.251
H 1.783 2.719 0.999
P -0.541 -2.478 0.866
H 1.759 -2.402 1.423
H 1.252 -4.095 1.102
C -1.017 -2.985 2.599
C -1.577 -3.578 -0.284
C -1.603 3.480 -0.803
C -0.959 3.325 2.096
C -0.464 2.555 3.328
H -2.065 3.325 2.083
C -0.396 4.751 2.209
H 0.704 4.718 2.268
H -0.765 5.153 3.160
H -0.688 5.450 1.415
H -0.808 1.513 3.410
H -0.857 3.105 4.191
H 0.634 2.592 3.400
H -1.349 2.943 -1.737
C -1.257 4.967 -0.971
C -3.138 3.368 -0.625
H -0.184 5.174 -1.009
H -1.713 5.580 -0.174
H -1.692 5.327 -1.920
H -3.584 2.835 -1.479
H -3.632 4.356 -0.629
H -3.418 2.857 0.305
H -1.308 -3.206 -1.291
C -3.107 -3.410 -0.116
C -1.270 -5.080 -0.195
H -0.198 -5.304 -0.139
H -1.666 -5.579 -1.096
H -1.782 -5.543 0.658
H -3.498 -2.802 -0.940
H -3.383 -2.956 0.847
H -3.640 -4.372 -0.192
C -0.479 -1.956 3.591
C -0.538 -4.398 2.961
H -2.117 -2.920 2.552
H 0.567 -4.444 3.000
H -0.911 -5.202 2.318
H -0.906 -4.578 3.973
H 0.625 -1.940 3.584
H -0.797 -2.309 4.575
H -0.864 -0.938 3.457
C -3.802 -0.296 -1.890
H -3.239 -0.608 -2.807
H -3.761 -1.045 -1.028
H -3.584 0.734 -1.464
S 3.909 1.160 2.532
C 2.753 0.305 1.853
N 1.720 -0.291 1.661
*
```

relative energy (zero: lowest compared OMol25 entry of this formula, charge and spin): 117.9 kJ/mol
M: 651.392 g/mol
electronic energy: -88496.77485 eV
LUMO level (spin up / spin down): -0.36 / -0.41 eV
orbital gap (spin up / spin down): 6.381 / 6.874 eV



5.
C8H15ClGdI2N2OPS as an isolated structure at a distorted geometry, computed with ωB97M-V/def2-TZVPD.

Geometry as ORCA input:
```
! RIJCOSX wB97M-V def2-TZVPD def2/J DEFGRID3
* xyz 2 8
I -1.463 -1.458 -0.183
I -1.456 1.117 -0.311
Gd 2.281 -0.052 -0.076
P 1.024 -0.242 -2.803
C -0.608 -0.188 -3.634
C 1.766 1.175 -3.674
H 2.740 -1.866 -3.355
H 1.801 -1.389 -4.795
H 1.094 -2.523 -3.614
C 1.736 -1.640 -3.731
H 2.770 1.377 -3.282
H 1.832 0.945 -4.741
H -0.464 -0.137 -4.718
H -1.177 0.692 -3.321
H 1.123 2.054 -3.538
H -1.195 -1.084 -3.413
C -4.448 -0.253 -0.359
O -5.087 -0.230 0.578
Cl 4.583 -0.385 -0.691
C -0.710 -1.346 4.613
N -0.579 -0.025 4.015
C -1.434 1.047 4.271
C -0.972 2.093 3.543
N 0.112 1.631 2.807
C 0.341 0.312 3.068
S 1.537 -0.747 2.376
H -1.076 -2.121 3.921
H 0.243 -1.683 5.023
H -1.404 -1.255 5.452
H -2.270 0.940 4.961
H -1.332 3.090 3.457
H 0.690 2.151 2.150
*
```

relative energy (zero: lowest compared OMol25 entry of this formula, charge and spin): 0.0 kJ/mol
M: 664.773 g/mol
electronic energy: -83230.87191 eV
LUMO level (spin up / spin down): -10.31 / -9.96 eV
orbital gap (spin up / spin down): 3.199 / 5.359 eV



- Look up the M of the third one.
  422.632 g/mol



- What is the M in the third record?
  422.632 g/mol



- The highest electronic energy belongs to which entry?
  C2H3N2OS